Entry from the OMol25 dataset: a structure of composition C2H2Br3I in a non-equilibrium geometry (the ωB97M-V functional and the def2-TZVPD basis).

HOMO level	-0.335	Ha
ΔE to the lowest compared entry with this formula, charge and spin	195.72	kJ/mol
Kohn-Sham gap	8.937	eV
E_LUMO	-0.180	eV
charge	0

CARTESIAN COORDINATES (ANGSTROEM)
C -0.826 -0.335 -0.676
C 0.259 -0.153 1.157
Br -2.730 -0.317 -0.132
Br -0.228 -2.068 -1.247
Br -0.055 -1.827 2.158
I -0.483 1.624 1.956
H -0.344 0.478 -1.278
H 1.097 -0.083 0.642

Mulliken atomic charge list, values in e, 5 entries: -0.450, -0.784, -0.028, -0.026, -0.040